No. 1
Computed, not measured: one molecule with the formula C5H8N2, with ωB97M-V/def2-TZVPD.

Geometry as XYZ:
```
15
Properties=species:S:1:pos:R:3
C 1.871 0.341 0.090
N 0.481 0.164 -0.272
C -0.058 0.429 -1.507
C -1.394 0.125 -1.475
C -1.688 -0.334 -0.159
C -0.511 -0.309 0.551
N -0.182 -0.711 1.865
H 1.949 0.570 1.153
H 2.461 -0.559 -0.108
H 2.286 1.173 -0.484
H 0.563 0.815 -2.305
H -2.090 0.239 -2.297
H -2.653 -0.634 0.237
H -0.170 0.070 2.514
H -0.865 -1.380 2.196
```

Results
HOMO energy: -0.2830 Eh
energy: -304.82208 a.u.
frontier orbital gap: 8.69 eV
structure (SMILES): Cn1cccc1N
E_LUMO: 0.994 eV
relative energy (zero: lowest compared OMol25 entry of this formula, charge and spin): 8.4 kcal per mole

No. 2
Computed, not measured: a 2-piece molecular cluster, C5H8N2 overall, with ωB97M-V/def2-TZVPD.

Geometry as XYZ:
```
15
Properties=species:S:1:pos:R:3
C -1.343 1.246 -0.592
C -0.968 0.119 0.277
C 1.852 0.489 -1.094
C 2.065 -0.219 -0.011
N 2.282 -0.883 0.995
C -0.833 -0.511 1.379
N -0.731 -1.347 0.116
H -0.973 2.193 -0.189
H -0.953 1.105 -1.603
H -2.437 1.295 -0.641
H 1.897 1.572 -1.065
H 1.613 -0.022 -2.020
H -0.852 -0.647 2.445
H 1.404 -1.092 1.482
H -1.648 -1.786 -0.044
```

Results
HOMO energy: -0.3075 Eh
energy: -304.65297 a.u.
frontier orbital gap: 9.27 eV
structure (SMILES): CC1=CN1.C=C=N
E_LUMO: 0.904 eV
relative energy (zero: lowest compared OMol25 entry of this formula, charge and spin): 114.5 kcal per mole

No. 3
Computed, not measured: one molecule with the formula C5H8N2, with ωB97M-V/def2-TZVPD.

Geometry as XYZ:
```
15
Properties=species:S:1:pos:R:3
C -1.891 0.082 0.505
C -0.998 -0.273 -0.684
N 0.408 -0.026 -0.447
C 1.282 -0.902 0.078
C 2.415 -0.236 0.419
N 2.295 1.105 -0.019
C 1.101 1.161 -0.539
H -2.939 -0.128 0.263
H -1.624 -0.502 1.393
H -1.806 1.143 0.758
H -1.275 0.303 -1.566
H -1.096 -1.333 -0.934
H 1.079 -1.927 0.336
H 2.376 -0.538 1.451
H 0.629 2.015 -1.008
```

Results
HOMO energy: -0.3112 Eh
energy: -304.76645 a.u.
frontier orbital gap: 9.27 eV
structure (SMILES): CCn1ccnc1
E_LUMO: 0.797 eV
relative energy (zero: lowest compared OMol25 entry of this formula, charge and spin): 43.3 kcal per mole

No. 4
Computed, not measured: C5H8N2 as an isolated structure, with ωB97M-V/def2-TZVPD.

Geometry as XYZ:
```
15
Properties=species:S:1:pos:R:3
C 1.584 -0.091 0.939
C 0.468 -0.253 -0.035
C 0.236 0.540 -1.226
C -1.266 1.043 -0.763
N -2.066 1.852 -1.135
C -0.681 -1.157 0.169
N -1.264 0.159 0.473
H 2.419 -0.728 0.611
H 1.944 0.942 0.953
H 1.310 -0.398 1.954
H 0.114 -0.060 -2.131
H 0.893 1.399 -1.391
H -0.638 -1.803 1.050
H -1.102 -1.673 -0.698
H -1.952 0.227 1.230
```

Results
HOMO energy (spin up / spin down): -0.2639 / -0.2640 Eh
energy: -304.67697 a.u.
frontier orbital gap (spin up / spin down): 7.45 / 7.45 eV
E_LUMO (spin up / spin down): 0.266 / 0.267 eV
relative energy (zero: lowest compared OMol25 entry of this formula, charge and spin): 99.5 kcal per mole